# C6H7NO2

The molecule C6H7NO2 at a distorted geometry (ωB97M-V with the def2-TZVPD basis set, the Open Molecules 2025 dataset).

Output
**Energy relative to the best compared isomer or geometry (same formula, charge and spin)**: 193.4 kJ/mol
**HOMO energy**: -8.93 eV
**HOMO-LUMO gap**: 9.67 eV
**Structure (SMILES)**: O=C1C[C@@]2(C=COC2)N1
**LUMO level**: 0.740 eV
**Charge**: 0
**Multiplicity**: 1

The geometry in XYZ format:
```
16
Properties=species:S:1:pos:R:3:forces:R:3
C 0.82789 -1.15097 -0.17691 1.017 0.285 0.652
C 2.12764 -0.74193 -0.08822 -1.500 -1.573 -1.257
C -2.18406 0.09765 0.06660 -0.355 -1.393 -0.320
C -1.12119 -0.10413 1.12575 -0.613 2.207 2.513
C 1.05798 1.21024 -0.14327 -2.105 -2.446 -2.819
C -0.12676 -0.01701 0.03812 3.768 1.337 -1.710
N -1.24243 0.12863 -0.89282 0.307 0.506 -1.542
O -3.37050 0.07341 -0.04230 -1.112 0.325 0.455
O 2.33401 0.56694 0.04758 -0.815 1.500 0.202
H 0.40764 -2.15012 -0.18007 0.588 -0.107 -0.225
H 3.04268 -1.28420 -0.33434 -0.374 -0.150 0.597
H -1.08303 0.83833 1.74041 -0.017 -1.195 0.044
H -1.10931 -1.01766 1.71078 -0.251 0.080 0.094
H 0.86580 1.30330 -1.30865 0.874 0.380 2.135
H 0.98505 2.16375 0.34384 -0.001 0.139 0.469
H -1.41141 0.08377 -1.90651 0.589 0.103 0.712
```
Forces are in eV/Å.

***

# C27H29N3O3

A cluster of 2 separate species, C27H29N3O3 in total at a distorted geometry (ωB97M-V with the def2-TZVPD basis set, the Open Molecules 2025 dataset).

Output
**Energy relative to the best compared isomer or geometry (same formula, charge and spin)**: 578.7 kJ/mol
**HOMO energy**: -7.27 eV
**HOMO-LUMO gap**: 6.59 eV
**LUMO level**: -0.680 eV
**Charge**: 0
**Multiplicity**: 1

The geometry in XYZ format:
```
62
Properties=species:S:1:pos:R:3:forces:R:3
O 1.40971 0.13668 -1.42250 -1.192 -0.483 -0.247
C 2.60578 0.22443 -1.89526 0.850 0.264 -0.143
C 3.29019 -1.01100 -2.19532 -0.838 0.732 0.186
C 4.58260 -1.02198 -2.62415 0.460 0.577 0.091
C 5.27183 0.20637 -2.75749 -0.811 0.074 0.325
N 6.69113 0.18116 -2.74174 1.874 -0.101 -0.376
O 7.31278 1.26823 -2.73348 -0.797 -1.681 -0.056
O 7.25960 -0.93650 -2.70055 -0.656 1.828 -0.111
C 4.60147 1.44701 -2.62281 0.539 -0.729 0.135
C 3.30386 1.46237 -2.17729 -0.862 -0.810 0.124
H 2.70867 -1.91215 -2.03149 0.163 -0.005 -0.109
H 5.09690 -1.95520 -2.82140 0.059 0.169 0.135
H 5.15238 2.35956 -2.84086 -0.118 -0.202 0.239
H 2.76454 2.39247 -2.02365 0.098 -0.060 -0.070
C 0.38383 -3.60762 4.71211 -0.085 0.063 0.242
N 1.31586 -2.65526 4.15638 -0.216 -0.306 0.581
C 2.68764 -2.93653 4.51609 0.424 -0.192 -0.143
C 3.63483 -1.79579 4.17088 -0.184 0.097 0.112
C 3.39675 -1.31163 2.74315 0.792 -0.402 0.040
C 1.95614 -1.09950 2.44919 -0.868 0.259 -0.292
C 0.95287 -1.71910 3.24135 0.092 0.197 -0.644
C -0.39832 -1.36627 3.01408 0.478 0.226 -0.043
C -0.72764 -0.53987 1.95672 0.149 -0.028 -0.926
C 0.24304 -0.11686 1.00401 0.098 -0.318 0.430
C -0.05478 0.64062 -0.22102 -0.548 1.204 0.422
C -1.38476 0.59487 -0.85787 0.179 -0.221 -0.403
C -1.74077 1.66979 -1.70479 -0.455 0.212 0.482
C -3.05717 1.95983 -2.04958 0.430 -0.557 0.498
C -4.10427 1.13576 -1.54359 0.390 0.284 -0.033
N -5.40691 1.49064 -1.75087 -0.327 -0.233 0.218
C -6.49380 0.59160 -1.42673 -0.105 -0.248 0.160
C -5.77897 2.50203 -2.71327 0.173 0.139 -0.463
C -4.81081 3.66752 -2.72150 -0.133 0.028 0.227
C -3.36888 3.18781 -2.84217 0.077 0.507 -0.683
C -3.76142 -0.01777 -0.80230 0.268 0.050 -0.149
C -2.43164 -0.32223 -0.54986 0.407 0.279 0.307
C 1.58627 -0.37190 1.33261 -0.144 0.043 0.376
H -0.62355 -3.43527 4.33428 0.196 -0.175 0.120
H 0.68388 -4.63763 4.46149 -0.048 0.222 -0.009
H 0.38267 -3.51606 5.80750 -0.165 -0.110 -0.147
H 2.71562 -3.14365 5.59726 0.026 0.044 -0.223
H 3.02169 -3.86292 4.00972 -0.085 0.193 0.095
H 3.47501 -0.96855 4.87668 0.058 -0.148 -0.133
H 4.66410 -2.15052 4.28037 -0.127 0.138 0.085
H 3.96413 -0.38898 2.57010 -0.136 -0.164 -0.057
H 3.79452 -2.06087 2.04378 0.036 0.107 0.080
H -1.17428 -1.73188 3.67868 0.087 0.260 -0.132
H -1.76020 -0.21731 1.84680 0.209 -0.125 0.014
H 0.36329 1.66173 -0.22685 -0.109 -0.768 -0.279
H -0.95202 2.35432 -2.02659 -0.205 -0.141 0.071
H -6.49560 0.33789 -0.35906 -0.066 0.032 -0.228
H -7.42712 1.11458 -1.66932 0.210 -0.308 0.221
H -6.46211 -0.34241 -2.01351 0.028 0.188 0.143
H -5.82182 2.05890 -3.72533 -0.047 0.076 0.137
H -6.79170 2.83308 -2.45722 0.240 0.067 -0.129
H -5.06911 4.30350 -3.57061 0.088 0.109 0.129
H -4.92990 4.25903 -1.80675 -0.060 -0.118 -0.080
H -2.70949 4.00000 -2.51876 0.021 -0.127 -0.137
H -3.15542 3.01823 -3.90824 0.065 -0.064 0.209
H -4.55827 -0.63088 -0.38340 0.366 -0.083 -0.305
H -2.19984 -1.25356 -0.03849 -0.034 0.252 -0.002
H 2.37698 -0.02237 0.67243 -0.208 -0.015 0.121
```
Forces are in eV/Å.

***

# C6H12BrMoN2

A structure of composition C6H12BrMoN2 at a distorted geometry (ωB97M-V with the def2-TZVPD basis set, the Open Molecules 2025 dataset).

Output
**Energy relative to the best compared isomer or geometry (same formula, charge and spin)**: 8.0 kJ/mol
**HOMO energy (alpha / beta)**: -11.66 / -12.37 eV
**HOMO-LUMO gap (alpha / beta)**: 7.29 / 8.01 eV
**Expectation value of S²**: 2.058
**LUMO level (alpha / beta)**: -4.376 / -4.356 eV
**Charge**: +1
**Multiplicity**: 3

The geometry in XYZ format:
```
22
Properties=species:S:1:pos:R:3:forces:R:3
C -2.17463 -1.40710 -1.71548 1.146 2.458 0.214
Mo -0.93360 0.25211 -1.24060 -2.735 -1.699 -0.179
N -0.38951 2.37641 -1.48896 1.265 1.138 -1.316
H -2.34625 1.02899 -0.89320 -0.267 0.005 0.087
H -0.48400 2.95696 -0.66266 -0.194 -0.086 0.291
H -1.36914 0.12270 -2.80587 0.274 0.666 -1.822
H -3.19301 -1.24301 -2.09240 0.360 -0.501 0.676
H -2.02819 -1.18820 -0.55875 -0.794 -1.153 -0.603
H -1.60256 -2.22940 -2.15457 -0.366 -0.085 0.285
H 0.58708 2.56448 -1.80499 -0.775 -0.252 0.198
H -0.96247 2.86443 -2.19643 0.154 -0.541 0.360
Br 2.39712 1.77125 3.39295 -0.373 -0.476 -0.476
C 1.68873 0.41074 2.25404 0.436 -0.498 0.536
C 2.08672 -0.93785 2.44995 -1.042 1.416 -1.003
C 1.55065 -1.86270 1.55565 1.026 -1.525 1.012
C 0.71611 -1.48462 0.54684 -1.158 1.006 -1.420
N 0.32100 -0.18424 0.35488 2.614 -0.130 2.886
C 0.79929 0.74536 1.24049 0.020 -0.626 -0.455
H 2.76207 -1.19597 3.24867 0.050 -0.129 0.029
H 1.81706 -2.93996 1.66677 -0.284 1.031 -0.181
H 0.29534 -2.19597 -0.19650 0.456 0.378 0.752
H 0.46218 1.77560 1.10016 0.184 -0.397 0.129
```
Forces are in eV/Å.

***

# C20H14BClF4N6O4Rh

A structure of composition C20H14BClF4N6O4Rh (ωB97M-V with the def2-TZVPD basis set, the Open Molecules 2025 dataset).

Output
**Energy relative to the best compared isomer or geometry (same formula, charge and spin)**: 28.1 kJ/mol
**HOMO energy**: -12.62 eV
**HOMO-LUMO gap**: 7.79 eV
**LUMO level**: -4.828 eV
**Charge**: +1
**Multiplicity**: 1

The geometry in XYZ format:
```
51
Properties=species:S:1:pos:R:3:forces:R:3
Rh 0.94325 -2.44831 -1.83494 -0.018 -0.221 0.220
N 1.38361 1.71224 7.92442 -0.001 -0.005 -0.006
C 1.25832 1.10210 6.96020 0.001 -0.014 -0.023
C 1.10275 0.34374 5.74753 -0.005 0.004 -0.004
C 0.97718 -1.04035 5.79813 -0.001 0.017 0.024
C 0.82916 -1.76725 4.63040 0.065 -0.085 0.012
C 0.79993 -1.10946 3.41122 0.006 0.041 0.038
C 0.91907 0.27163 3.35280 -0.063 0.053 -0.060
C 1.07478 0.99695 4.51877 0.009 0.003 0.034
N 0.64528 -1.86609 2.20208 -0.002 -0.025 -0.016
C 0.16226 -3.15552 2.09594 -0.057 0.025 0.001
C 0.18865 -3.48182 0.78357 -0.075 0.031 -0.026
N 0.68625 -2.39879 0.09758 0.066 -0.152 -0.080
C 0.95574 -1.44440 0.96729 0.032 0.023 0.009
H 1.00377 -1.54857 6.75167 -0.002 -0.002 -0.002
H 0.76091 -2.84372 4.69085 0.005 -0.008 -0.030
H 0.86910 0.80401 2.41318 -0.024 -0.028 -0.019
H 1.16397 2.07343 4.48076 0.000 -0.001 -0.002
H -0.19313 -3.71940 2.93730 -0.001 0.029 0.029
H -0.14050 -4.37760 0.28614 0.020 -0.005 0.000
H 1.38416 -0.48876 0.72865 0.025 0.013 0.032
N -4.35607 6.56810 -3.14270 0.007 -0.002 0.006
C -3.60905 5.71002 -2.99005 0.011 -0.032 -0.010
C -2.67332 4.63382 -2.79766 0.007 0.006 0.009
C -1.34655 4.78822 -3.18728 -0.021 0.009 0.000
C -0.44618 3.75472 -3.00005 0.060 0.013 -0.087
C -0.87449 2.57542 -2.41286 -0.054 0.032 0.004
C -2.19448 2.40955 -2.02058 -0.026 -0.036 0.082
C -3.09506 3.43955 -2.21994 -0.026 0.016 -0.007
N 0.05990 1.50332 -2.21461 -0.001 0.003 -0.024
C 1.43063 1.61373 -2.09247 0.026 -0.015 0.038
C 1.91633 0.35799 -1.93817 -0.065 0.034 0.009
N 0.84014 -0.50499 -1.96399 0.009 0.039 -0.021
C -0.26180 0.20553 -2.13581 -0.029 -0.026 -0.056
H -1.02447 5.71102 -3.64866 0.001 0.001 0.006
H 0.57195 3.87560 -3.34312 0.012 -0.034 0.017
H -2.53431 1.49587 -1.55042 0.032 -0.003 -0.007
H -4.12667 3.32162 -1.91960 0.002 0.003 0.002
H 1.94447 2.55684 -2.11358 -0.035 0.027 0.001
H 2.92932 0.01322 -1.83050 0.012 -0.013 0.005
H -1.25243 -0.20653 -2.22724 -0.014 0.052 -0.027
F -3.27798 -3.36927 -1.36503 -0.080 -0.042 0.079
B -2.76263 -2.17768 -1.15807 0.198 0.060 -0.241
F -2.29650 -1.84103 0.04855 0.004 0.035 0.106
F -3.06461 -1.16560 -1.98953 -0.043 -0.044 0.092
F -0.99242 -2.57974 -2.00114 0.050 0.050 -0.121
O 4.01107 -4.30095 -3.15984 -0.103 -0.093 -0.113
Cl 2.79959 -3.72301 -2.79940 0.322 0.071 0.120
O 1.87209 -4.59883 -2.08058 -0.117 0.211 0.042
O 2.03668 -3.10405 -3.87407 -0.026 0.049 0.072
O 3.00232 -2.57653 -1.81514 -0.093 -0.066 -0.106
```
Forces are in eV/Å.